ORCA calculation (the ωB97M-V functional and the def2-TZVPD basis) on a molecular structure, C23H49N4P3RuSe at a distorted geometry.

Output
Orbital gap (alpha / beta), eV: 6.8387 / 4.8275
LUMO level (alpha / beta), eV: -12.2 / -15.1
Energy, eV: -126355.2414
Relative energy (zero: lowest compared OMol25 entry of this formula, charge and spin), eV: 2.0644

Geometry as ORCA input:
```
! RIJCOSX wB97M-V def2-TZVPD def2/J DEFGRID3
* xyz 4 5
Ru -0.49 -0.37 0.09
P 1.49 0.15 1.32
P -2.08 -1.14 1.43
P -1.02 1.76 0.50
H 0.99 0.55 -3.57
C 0.89 1.00 -2.57
C 2.19 1.54 -2.15
H 2.85 0.73 -1.78
C 3.06 -0.83 1.10
C 1.12 -0.17 3.11
C 2.39 1.79 1.51
C -3.68 -1.37 0.50
C -1.87 -2.83 2.15
C -2.65 -0.22 2.92
C -0.35 3.31 -0.32
C -0.97 2.57 2.20
C -2.77 2.08 -0.01
H -0.01 1.63 -2.57
H 2.21 2.41 -1.49
H 3.37 -0.87 0.05
H 2.93 -1.85 1.50
H 3.87 -0.33 1.67
H 0.51 -1.09 3.17
H 0.57 0.69 3.54
H 2.09 -0.31 3.63
H 2.80 2.14 0.55
H 3.24 1.62 2.20
H 1.77 2.59 1.95
H -4.48 -1.79 1.12
H -3.49 -2.03 -0.34
H -4.01 -0.41 0.10
H -2.61 -3.02 2.95
H -0.86 -2.89 2.58
H -1.99 -3.58 1.36
H -3.32 -0.84 3.55
H -3.18 0.71 2.63
H -1.76 0.05 3.52
H -0.95 4.18 -0.01
H -0.40 3.25 -1.41
H 0.69 3.52 -0.03
H -1.39 3.60 2.15
H 0.06 2.65 2.57
H -1.56 2.01 2.94
H -2.98 3.16 -0.09
H -3.50 1.64 0.67
H -2.93 1.65 -1.02
C -3.45 0.74 -4.44
C -2.28 1.10 -5.14
C -2.36 1.71 -6.40
C -3.63 1.96 -6.98
C -4.80 1.62 -6.27
C -4.71 1.03 -5.02
Se -3.35 -0.10 -2.83
H 0.68 0.22 -1.61
H -1.31 0.87 -4.70
H -1.45 2.01 -6.92
H -3.69 2.42 -7.97
H -5.78 1.82 -6.72
H -5.61 0.77 -4.45
C 1.46 -1.96 -1.96
N 0.31 -2.18 -1.00
C 0.77 -3.20 -0.03
N 1.11 -4.48 -0.68
C 2.24 -4.23 -1.60
N 1.90 -3.20 -2.61
C 0.75 -3.75 -3.38
N -0.43 -3.97 -2.52
C -0.81 -2.72 -1.85
C -0.07 -4.93 -1.46
H 2.30 -1.50 -1.43
H 1.12 -1.30 -2.77
H -0.02 -3.43 0.69
H 1.66 -2.84 0.49
H 2.45 -5.15 -2.15
H 3.12 -3.90 -1.04
H 0.52 -3.06 -4.19
H 1.08 -4.71 -3.79
H -1.67 -2.94 -1.19
H -1.11 -1.97 -2.60
H 0.15 -5.90 -1.90
H -0.92 -5.01 -0.77
*
```


ORCA calculation (the ωB97M-V functional and the def2-TZVPD basis) on 2 unconnected molecules or ions with the total composition C23H50FN3O8P2 at a distorted geometry.

Output
Orbital gap, eV: 5.1961
LUMO level, eV: -0.2
Energy, eV: -66805.4708
Relative energy (zero: lowest compared OMol25 entry of this formula, charge and spin), eV: 0.8615

Geometry as ORCA input:
```
! RIJCOSX wB97M-V def2-TZVPD def2/J DEFGRID3
* xyz 0 1
C 2.31 -5.32 0.48
C 0.83 -5.56 0.05
C 0.23 -4.33 -0.59
C 0.21 -3.06 0.29
C -0.14 -3.41 1.74
C -0.66 -1.92 -0.33
P -2.43 -2.20 0.07
N -3.31 -1.48 -1.03
O -2.74 -1.67 1.54
O -2.76 -3.76 0.09
C -0.52 -2.04 -1.84
C -0.83 -0.81 -2.66
N -1.29 0.45 -1.97
C -1.01 1.53 -2.97
O -1.78 2.65 -2.77
C -2.54 3.06 -3.90
C -0.82 0.71 -0.55
C -2.02 1.06 0.34
C -2.89 2.17 -0.12
N -3.13 3.19 0.58
C 0.12 1.93 -0.53
C 0.78 2.29 0.80
P 0.86 4.08 1.04
O 1.33 4.67 -0.20
O -0.53 4.70 1.44
C -0.97 4.62 2.82
C -2.37 5.23 2.91
O 1.86 4.42 2.25
C 2.67 3.40 2.85
C 1.93 2.45 3.79
C -0.10 -0.53 0.11
F -0.23 -0.43 1.46
O 1.21 -0.51 -0.33
C 2.29 -0.57 0.59
C 3.52 -0.01 -0.11
H 2.41 -5.00 1.51
H 2.89 -6.23 0.36
H 2.75 -4.56 -0.20
H 0.85 -6.29 -0.76
H 0.23 -6.02 0.84
H -0.71 -4.52 -1.10
H 0.96 -4.09 -1.36
H 1.25 -2.77 0.28
H -0.54 -2.58 2.31
H -0.86 -4.22 1.82
H 0.74 -3.74 2.26
H -3.90 -2.14 -1.53
H -3.69 -1.79 1.66
H -3.68 -3.90 -0.18
H 0.53 -2.33 -2.02
H -1.19 -2.82 -2.18
H -1.61 -1.05 -3.37
H 0.03 -0.56 -3.26
H -2.31 0.38 -1.93
H 0.05 1.71 -3.06
H -1.29 1.10 -3.93
H -3.08 3.94 -3.61
H -1.87 3.35 -4.70
H -3.23 2.28 -4.20
H -1.69 1.32 1.34
H -2.70 0.23 0.45
H -3.39 2.04 -1.08
H -3.78 3.80 0.10
H -0.41 2.81 -0.88
H 0.92 1.78 -1.24
H 1.83 2.03 0.73
H 0.37 1.82 1.69
H -1.03 3.58 3.11
H -0.29 5.19 3.44
H -2.41 5.98 3.69
H -2.64 5.64 1.96
H -3.08 4.44 3.10
H 3.26 2.87 2.12
H 3.38 3.94 3.45
H 0.91 2.78 3.92
H 1.99 1.43 3.45
H 2.38 2.50 4.77
H 2.54 -1.58 0.89
H 2.13 0.00 1.50
H 4.17 0.42 0.65
H 3.26 0.72 -0.86
H 4.08 -0.82 -0.54
C 3.67 -3.21 -2.93
O 3.03 -2.96 -1.76
H 4.77 -3.39 -2.84
H 3.32 -4.11 -3.49
H 3.61 -2.39 -3.70
*
```


ORCA calculation (the ωB97M-V functional and the def2-TZVPD basis) on 3 unconnected molecules or ions with the total composition C23H50FN7O4P2 at a distorted geometry.

Output
Orbital gap, eV: 8.9622
LUMO level, eV: 0.5
Energy, eV: -64577.4175

Geometry as ORCA input:
```
! RIJCOSX wB97M-V def2-TZVPD def2/J DEFGRID3
* xyz 0 1
C 3.75 6.04 -5.75
N 3.17 5.89 -4.43
C 3.06 7.17 -3.74
P 3.30 4.51 -3.42
O 2.09 4.66 -2.55
N 2.83 3.06 -4.23
C 2.84 2.92 -5.67
C 1.73 2.31 -3.64
N 4.96 4.18 -3.77
C 5.45 2.87 -3.27
C 5.88 5.19 -3.20
H 4.84 6.17 -5.75
H 3.32 6.92 -6.23
H 3.51 5.20 -6.40
H 4.03 7.53 -3.35
H 2.38 7.09 -2.89
H 2.66 7.93 -4.41
H 2.04 3.50 -6.15
H 2.69 1.87 -5.94
H 3.80 3.20 -6.09
H 0.75 2.73 -3.89
H 1.82 2.26 -2.56
H 1.77 1.27 -4.00
H 5.33 2.76 -2.19
H 6.51 2.78 -3.51
H 4.94 2.04 -3.76
H 5.77 5.30 -2.12
H 5.71 6.17 -3.66
H 6.91 4.92 -3.41
C -5.83 -5.62 2.28
N -4.92 -4.49 2.20
C -4.42 -4.30 0.84
P -3.89 -3.91 3.45
O -3.74 -2.50 2.98
N -4.78 -3.65 4.89
C -6.04 -4.30 5.18
C -4.77 -2.30 5.42
N -3.34 -5.47 3.97
C -2.61 -5.47 5.26
C -2.44 -6.11 2.98
H -5.33 -6.60 2.28
H -6.49 -5.60 1.41
H -6.48 -5.57 3.15
H -3.66 -5.04 0.55
H -3.99 -3.31 0.72
H -5.24 -4.38 0.12
H -6.86 -3.93 4.55
H -6.32 -4.13 6.22
H -5.96 -5.39 5.08
H -5.46 -1.63 4.90
H -3.77 -1.86 5.36
H -5.04 -2.32 6.48
H -1.73 -4.82 5.24
H -2.28 -6.49 5.47
H -3.25 -5.16 6.07
H -1.57 -5.49 2.75
H -2.96 -6.32 2.05
H -2.09 -7.07 3.37
C -1.82 2.09 3.25
C -1.38 1.37 1.99
C -1.16 2.05 0.80
C -0.74 1.38 -0.34
C -0.54 0.00 -0.30
C -0.04 -0.73 -1.51
O 1.37 -1.00 -1.42
C 1.70 -1.99 -0.56
O 1.24 -3.10 -0.64
N 2.60 -1.63 0.44
C 2.93 -0.22 0.54
C 3.98 0.28 -0.48
F 4.23 -0.64 -1.48
C -0.80 -0.67 0.89
C -1.21 -0.01 2.03
H -1.49 3.12 3.20
H -2.90 2.02 3.40
H -1.29 1.64 4.09
H -1.30 3.12 0.74
H -0.56 1.94 -1.25
H -0.61 -1.64 -1.71
H -0.15 -0.08 -2.38
H 3.41 -2.23 0.43
H 3.38 -0.08 1.53
H 2.05 0.40 0.53
H 4.92 0.51 0.02
H 3.62 1.21 -0.92
H -0.64 -1.74 0.92
H -1.38 -0.57 2.94
*
```